# 1
The following is a quantum chemistry calculation of a cluster of 10 separate species, C28H52F6N2O19P in total at a distorted geometry, from the OMol25 dataset.

ORCA input file:
```
! wB97M-V def2-TZVPD RIJCOSX def2/J DEFGRID3
* xyz -1 1
P 0.12321 -0.02079 0.35037
F -0.55854 -1.33314 -0.24837
F 0.87872 1.23634 0.93194
F -0.48409 0.93519 -0.80839
F -1.16944 0.34897 1.35749
F 1.48531 -0.38490 -0.59054
F 0.75248 -0.94408 1.47608
O 8.94318 -1.57236 -3.28785
O 8.71698 -0.12934 -4.95958
O -1.56409 -11.61345 0.40076
O -4.56004 -3.50716 -9.68582
O -0.37119 0.36945 10.82988
O -5.90462 9.53084 -1.12207
O -9.34459 0.09555 2.42555
O -5.91655 8.24083 0.72455
O 10.81073 -0.61240 -4.13644
O 0.41642 -10.36543 0.36696
O 1.30444 0.28665 9.48084
O 1.77568 0.60515 11.62889
O 8.01643 0.98075 3.13236
O -3.96256 -3.46900 5.32289
O 9.15023 0.18073 4.92654
O -0.65390 -10.65569 2.29962
O 7.53756 1.73236 5.11547
O -4.32343 7.86132 -0.75847
O 0.29219 7.25017 -9.98199
N -3.37978 -3.19323 -7.74668
N 0.14415 5.55831 -8.40707
C -5.07293 7.30182 1.37385
C -6.00677 6.27226 1.97840
C 6.18433 3.72784 4.69986
C 0.92994 0.41298 10.70856
C 7.57626 -1.60897 -3.67405
C -1.00015 0.12692 9.58228
C 1.24947 -8.24127 0.54448
C 1.14793 -9.55112 1.26162
C 9.57915 -0.74753 -4.11721
C 0.18860 -9.51895 2.48823
C -3.73037 -3.84563 -8.87920
C -3.96525 -1.97428 -7.25330
C 0.17185 6.84505 -8.80902
C 0.15508 0.32223 8.58272
C -2.47498 -3.79574 -6.75404
C -8.74574 -0.47190 1.27101
C 0.33860 4.35302 -9.22538
C -5.46196 8.58276 -0.45866
C -5.35088 -3.47158 5.64217
C -4.15336 6.88808 0.24037
C 6.97244 2.02062 2.91255
C 8.30701 0.89911 4.44087
C 0.18270 5.32541 -6.96190
C 6.43452 -0.56286 -5.70668
C 6.48655 2.20399 4.35380
C -2.17151 1.08674 9.33508
C -0.68177 -10.97366 0.97147
C 7.38659 -0.37420 -4.53479
H -3.16548 -1.43844 -6.74209
H -4.38675 5.86006 -0.03678
H 7.02998 -1.54733 -2.73284
H -0.50721 -8.68007 2.47355
H 0.10508 1.25006 8.01284
H -1.85658 2.11652 9.16639
H -5.82416 -4.01954 4.82740
H -3.10781 -4.73288 -9.07262
H -0.54837 3.72093 -9.26839
H -4.46910 7.90166 2.05479
H -8.82047 0.14587 0.37610
H 0.05915 7.54168 -7.96391
H 1.18983 5.16058 -6.57900
H -2.76359 1.02080 10.24788
H 1.71100 -8.30928 -0.44065
H -9.23347 -1.38935 0.94159
H 5.49178 4.15378 3.97388
H 0.43754 4.71865 -10.24745
H -2.06915 -4.73002 -7.14200
H -3.83252 -2.89151 4.56713
H -5.54207 -3.90141 6.62543
H 6.19071 0.40817 -6.13769
H -1.26224 -0.93050 9.54645
H -6.84074 6.66791 2.55811
H 5.51958 1.70864 4.44152
H 7.14309 4.24468 4.65773
H -3.11804 6.83141 0.57652
H -5.91929 -2.54251 5.59923
H 6.77128 -1.27491 -6.46012
H -7.72483 -0.76850 1.51156
H -0.14025 6.15472 -6.33259
H -6.53591 5.65168 1.25522
H 2.13858 -9.96471 1.45044
H -2.74336 0.78173 8.45869
H 7.28635 -2.53130 -4.17739
H 0.24679 -7.81463 0.51803
H 7.37772 2.91558 2.44043
H -4.73625 -2.17294 -6.50885
H 0.25344 -0.54676 7.93213
H -2.94202 -4.04443 -5.80109
H 5.46591 -0.99536 -5.45600
H 5.81492 3.80740 5.72226
H 7.06361 0.45521 -3.90560
H -1.60537 -3.14311 -6.67678
H -9.81099 -0.64334 2.82320
H -0.52971 4.53816 -6.71528
H 1.18320 3.78436 -8.83634
H 6.20504 1.64882 2.23361
H -4.24490 -1.29210 -8.05612
H 1.76841 -7.56137 1.22016
H -5.46871 5.52378 2.56009
H 0.66607 -9.48897 3.46763
*
```

## Properties
LUMO energy   1.56 eV
Energy   -3577.99795 Eh
Frontier orbital gap   0.3631 hartree

=====

# 2
The following is a quantum chemistry calculation of a structure of composition C28H52F6N2O2S2Si2 at a distorted geometry, from the OMol25 dataset.

ORCA input file:
```
! wB97M-V def2-TZVPD RIJCOSX def2/J DEFGRID3
* xyz 0 1
S 0.54993 -1.27697 -4.11839
S 0.78880 1.58835 -4.76796
Si 2.33473 -4.34020 -0.74385
Si 1.84501 -5.21278 1.95510
F 1.39386 -7.88352 3.29538
F 2.87159 -6.32570 1.48373
F -0.76903 -8.08919 3.11038
F 0.07022 -6.95074 4.76708
F -0.39208 -4.96436 3.36584
F -0.69212 -6.16347 1.54601
O 1.43639 -4.30006 0.64924
O 3.17334 -6.10883 -3.64542
N 2.21330 -5.92339 -1.50830
N -1.43419 0.46356 -3.75287
C 0.38482 3.47443 0.29504
C -4.68767 5.49425 -1.27468
C 3.16417 -4.26405 5.79117
C -4.16653 8.00722 -1.38937
C 2.57697 -4.15782 3.28075
C -0.88209 0.39446 -1.25954
C 1.61540 -3.07835 -1.91650
C 2.71039 -6.00186 -2.60327
C 2.93956 3.77845 0.62440
C -2.04361 1.77951 -3.97703
C -3.97908 4.24363 -1.82186
C -1.28907 1.79766 -0.73362
C 3.50363 4.07765 2.02006
C 0.88596 -4.11588 6.87707
C 2.67653 -2.11136 -2.46685
C -1.69754 -0.14181 -2.42655
C 0.22242 -7.24268 3.46466
C -0.13033 0.37580 -4.16910
C -4.11748 3.17339 -4.17716
C -3.66324 6.61598 -0.97880
C -3.54462 1.81343 -3.76361
C 1.73605 2.82568 0.66284
C 2.21918 -4.87223 6.83752
C 0.16781 -5.95541 2.58068
C 2.16159 -0.96301 -3.36024
C 3.13266 -5.01349 4.43264
C -3.67017 4.35898 -3.32473
C -0.23519 2.89015 -0.99017
H 1.81342 -3.46821 3.63152
H 2.00872 -5.91493 6.61614
H 3.20891 -1.68469 -1.61895
H 0.55571 2.51062 -1.63131
H 3.55531 3.18174 2.62981
H 2.63994 4.73757 0.20823
H -5.13351 5.20649 -0.32509
H 1.12224 -3.59987 -2.73318
H -4.20063 5.23467 -3.70069
H 0.18592 0.37089 -1.45717
H 0.22393 -4.48837 7.65200
H -4.82775 8.44196 -0.64741
H 2.66276 -4.79229 7.82654
H -2.22199 2.05945 -1.22057
H -3.32602 8.67186 -1.56856
H 1.08760 -3.06185 7.05293
H -3.77551 1.68488 -2.70516
H 4.14221 -5.33024 4.18803
H 2.88578 -3.23247 5.59537
H 1.92222 1.97255 0.01371
H -4.70099 7.91382 -2.33118
H 4.17420 -4.28916 6.19128
H -5.19910 3.11953 -4.26933
H 0.86456 -2.50220 -1.37615
H -0.68800 3.71222 -1.54633
H 3.72688 3.39012 -0.01581
H 2.86760 4.81464 2.50378
H -3.40914 6.60869 0.07614
H 2.87375 -0.81410 -4.16460
H 2.16430 -0.03673 -2.79688
H 4.49649 4.51153 1.93306
H -4.59179 3.37143 -1.60712
H 0.37742 -4.19090 5.91715
H -1.86132 2.02526 -5.02068
H -1.46405 1.72133 0.33502
H 3.41772 -2.68496 -3.02134
H -2.61875 4.56018 -3.51504
H 0.53577 4.53695 0.11913
H 1.65463 2.40976 1.66609
H -3.03499 4.18896 -1.28607
H -1.04852 -0.31097 -0.44451
H 2.55790 -5.92798 4.57206
H -4.06657 1.01682 -4.28864
H 3.74408 -4.04643 -0.41941
H -1.46252 -1.19546 -2.52302
H -5.43922 5.84878 -1.97317
H -3.74178 3.35804 -5.18752
H -2.77345 6.41100 -1.57081
H 3.38160 -3.57861 2.83051
H -2.75010 -0.09167 -2.17006
H -1.57079 2.57416 -3.40383
H -0.32533 3.38079 1.11135
*
```

## Properties
LUMO energy   0.31 eV
Energy   -3332.84832 Eh
Energy above the lowest of the compared OMol25 structures with the same formula, charge and spin   0.00 kJ/mol
Frontier orbital gap   0.3139 hartree

=====

| no. | E_HOMO (eV) |
| --- | --- |
| 1 | -8.32 |
| 2 | -8.23 |